(1)
C3H8O2SSi | ωB97M-V with the def2-TZVPD basis set

Positions of all 15 atoms, in Å:
C: -0.586 -0.629 -0.392
C: 1.550 1.466 -0.495
C: -0.857 -2.046 0.186
O: -1.280 1.697 0.177
O: -3.225 0.148 0.465
Si: 0.190 0.826 0.585
S: -2.096 0.458 -0.359
H: -2.706 1.023 -1.714
H: 2.630 1.419 0.039
H: 1.542 0.680 -1.316
H: 1.217 2.535 -0.864
H: -1.175 -2.021 1.237
H: -1.680 -2.556 -0.380
H: 0.101 -2.701 -0.029
H: 0.402 1.358 1.895

Values from the calculation:
total charge = 0
F_max = 3.065 eV Å⁻¹
relative energy (zero: lowest compared OMol25 entry of this formula, charge and spin) = 92.37 kcal per mole

---

(2)
C3H8O3 | ωB97M-V with the def2-TZVPD basis set

Positions of all 14 atoms, in Å:
O: 1.893 1.192 0.159
C: 1.428 0.129 -0.358
C: -0.610 0.261 -0.524
O: -0.991 1.159 0.296
C: -0.937 -1.178 -0.133
O: -0.728 -1.376 1.236
H: 0.929 1.936 0.760
H: 1.532 0.013 -1.444
H: 1.411 -0.777 0.259
H: -0.640 0.515 -1.593
H: 0.049 1.945 0.776
H: -1.987 -1.367 -0.419
H: -0.313 -1.890 -0.682
H: -1.036 -0.561 1.664

Values from the calculation:
total charge = 0
F_max = 0.461 eV Å⁻¹
relative energy (zero: lowest compared OMol25 entry of this formula, charge and spin) = 126.15 kcal per mole

---

(3)
C3H8O3S | ωB97M-V with the def2-TZVPD basis set

Positions of all 15 atoms, in Å:
C: 1.553 1.185 -0.993
C: 0.784 0.386 -0.046
C: -1.785 -1.224 -0.006
O: -2.485 -0.466 0.827
O: -1.642 -1.332 -1.180
O: -1.166 -1.982 0.956
S: 1.549 0.010 1.579
H: 1.896 2.138 -0.730
H: 2.530 0.768 -1.165
H: 0.948 1.302 -1.880
H: 0.439 -0.508 -0.637
H: -0.261 0.954 0.215
H: -2.803 0.283 0.461
H: -0.848 -2.879 0.687
H: 1.291 1.365 1.912

Values from the calculation:
total charge = 0
F_max = 4.912 eV Å⁻¹
SMILES = O=C(O)O.CCS
relative energy (zero: lowest compared OMol25 entry of this formula, charge and spin) = 32.32 kcal per mole

---

(4)
C3H8O3S3 | ωB97M-V with the def2-TZVPD basis set

Positions of all 17 atoms, in Å:
C: 2.043 -1.161 -1.259
C: -0.635 0.990 -0.117
C: -0.920 0.812 1.416
O: -1.174 -0.604 1.679
O: 0.206 1.253 2.184
O: -1.996 1.567 1.685
S: 1.633 -1.460 -3.096
S: 0.942 0.445 -0.568
S: -2.042 0.349 -1.084
H: 3.153 -0.967 -1.304
H: 1.850 -2.078 -0.667
H: -2.118 -0.794 1.502
H: 1.034 0.731 1.759
H: -1.795 2.024 2.515
H: 0.411 -1.949 -3.124
H: 0.844 0.951 -1.769
H: -2.792 0.369 0.016

Values from the calculation:
total charge = 0
F_max = 3.650 eV Å⁻¹
relative energy (zero: lowest compared OMol25 entry of this formula, charge and spin) = 88.01 kcal per mole

---

(5)
C3H8O4PS | ωB97M-V with the def2-TZVPD basis set

Positions of all 17 atoms, in Å:
C: 2.132 1.009 0.361
C: -1.979 -1.452 -0.552
C: 1.230 -0.153 0.611
O: -2.518 1.699 1.041
O: -0.977 1.122 -0.981
O: -1.009 -2.160 0.356
O: -2.682 -0.411 -0.077
P: -1.679 0.702 0.302
S: -0.128 -0.052 1.660
H: 2.662 0.804 -0.629
H: 1.676 2.002 0.305
H: 2.978 1.045 1.069
H: -0.301 -1.300 1.128
H: -1.301 -1.071 -1.420
H: -2.611 -2.390 -1.006
H: 1.853 -0.933 0.990
H: 0.970 -0.543 -0.356

Values from the calculation:
total charge = -1
F_max = 8.021 eV Å⁻¹
relative energy (zero: lowest compared OMol25 entry of this formula, charge and spin) = 67.15 kcal per mole

---

(6)
C3H8OS | ωB97M-V with the def2-TZVPD basis set

Positions of all 13 atoms, in Å:
C: 0.177 0.851 -1.802
S: -0.223 -0.583 -2.721
H: 0.008 1.768 -2.379
H: 1.248 0.708 -1.635
H: -0.374 0.987 -0.877
H: -1.493 -0.766 -2.330
C: -0.368 0.222 2.141
C: 0.472 -0.797 1.887
O: 0.328 -1.651 0.837
H: 0.123 0.970 2.763
H: -1.258 0.406 1.556
H: 1.361 -0.975 2.476
H: 0.001 -1.141 0.084

Values from the calculation:
total charge = 0
F_max = 1.968 eV Å⁻¹
SMILES = C=CO.CS
relative energy (zero: lowest compared OMol25 entry of this formula, charge and spin) = 28.53 kcal per mole

---

(7)
C3H8OS | ωB97M-V with the def2-TZVPD basis set

Positions of all 13 atoms, in Å:
C: -1.127 -3.132 3.951
S: -2.097 -2.728 2.478
H: -0.523 -2.279 4.259
H: -1.859 -3.533 4.645
H: -0.416 -3.916 3.696
H: -2.513 -1.519 2.825
O: 0.766 0.694 -3.270
C: 1.089 1.711 -2.725
C: 1.265 3.063 -3.419
H: 1.282 1.723 -1.635
H: 1.105 2.723 -4.450
H: 2.330 3.275 -3.289
H: 0.698 3.919 -3.066

Values from the calculation:
total charge = 0
F_max = 2.224 eV Å⁻¹
SMILES = CC=O.CS
relative energy (zero: lowest compared OMol25 entry of this formula, charge and spin) = 18.12 kcal per mole

---

(8)
C3H8OS2 | ωB97M-V with the def2-TZVPD basis set

Positions of all 14 atoms, in Å:
C: 2.760 1.488 -0.906
S: 1.726 0.020 -1.347
S: 1.466 -0.695 0.632
H: 2.811 1.598 0.174
H: 3.774 1.250 -1.219
H: 2.306 2.341 -1.391
H: 1.444 -1.991 0.241
O: -1.654 -1.275 -0.991
C: -2.393 -1.137 -0.054
C: -2.263 -0.105 0.989
H: -3.207 -1.878 0.135
H: -1.504 0.580 0.624
H: -3.251 0.337 1.151
H: -2.015 -0.533 1.961

Values from the calculation:
total charge = 0
F_max = 1.388 eV Å⁻¹
SMILES = CC=O.CSS
relative energy (zero: lowest compared OMol25 entry of this formula, charge and spin) = 18.29 kcal per mole

---

(9)
C3H8OS2 | ωB97M-V with the def2-TZVPD basis set

Positions of all 14 atoms, in Å:
C: -0.292 1.467 3.802
S: -2.076 1.624 3.628
S: -2.341 0.734 1.911
H: -0.038 1.598 4.786
H: 0.071 2.098 3.064
H: 0.237 0.394 3.377
H: -2.376 1.891 1.164
O: 1.132 -2.512 -1.679
C: 0.664 -2.158 -2.727
C: 1.181 -0.854 -3.367
H: -0.001 -2.763 -3.397
H: 2.254 -0.607 -3.158
H: 0.737 -0.013 -2.968
H: 0.846 -0.900 -4.434

Values from the calculation:
total charge = 0
F_max = 5.318 eV Å⁻¹
SMILES = CC=O.CSS
relative energy (zero: lowest compared OMol25 entry of this formula, charge and spin) = 38.61 kcal per mole

---

(10)
C3H8OSn | ωB97M-V with the def2-TZVPD basis set

Positions of all 13 atoms, in Å:
Sn: -1.688 2.292 -1.013
C: -0.078 -0.701 -1.225
C: -0.333 -0.185 0.235
C: 1.007 -0.068 1.046
O: -0.945 1.073 0.148
H: -1.012 -0.951 -1.728
H: 0.497 -1.627 -1.210
H: 0.520 0.054 -1.735
H: -0.952 -0.960 0.686
H: 1.386 -1.085 1.147
H: 0.801 0.267 2.063
H: 1.772 0.511 0.528
H: -0.975 1.379 1.057

Values from the calculation:
total charge = +2
F_max = 6.581 eV Å⁻¹
relative energy (zero: lowest compared OMol25 entry of this formula, charge and spin) = 11.03 kcal per mole

---

(11)
C3H8OTl | ωB97M-V with the def2-TZVPD basis set

Positions of all 13 atoms, in Å:
Tl: -1.396 5.129 4.940
C: -0.528 -1.469 0.069
C: 0.334 -0.220 0.050
C: 0.974 0.065 -1.269
O: -0.589 0.818 0.412
H: -1.341 -1.397 0.791
H: 0.088 -2.356 0.218
H: -0.936 -1.566 -0.937
H: 0.996 -0.457 0.882
H: 1.973 -0.372 -1.251
H: 1.193 1.127 -1.382
H: 0.405 -0.150 -2.173
H: -1.173 0.848 -0.350

Values from the calculation:
total charge = +3
F_max = 9.953 eV Å⁻¹
relative energy (zero: lowest compared OMol25 entry of this formula, charge and spin) = 0.00 kcal per mole

---

(12)
C3H8P2 | ωB97M-V with the def2-TZVPD basis set

Positions of all 13 atoms, in Å:
C: 0.013 1.857 0.117
C: 0.305 0.770 -0.830
C: 0.858 -0.469 -0.147
P: -1.131 -2.979 0.218
P: -0.673 -1.652 1.698
H: -0.938 1.641 0.611
H: 0.723 1.671 0.947
H: -0.198 2.868 -0.419
H: -0.691 0.442 -1.415
H: 1.040 1.071 -1.550
H: 0.709 -1.329 -0.696
H: 1.811 -0.237 0.326
H: -1.827 -3.655 1.140

Values from the calculation:
total charge = 0
F_max = 3.988 eV Å⁻¹
relative energy (zero: lowest compared OMol25 entry of this formula, charge and spin) = 54.32 kcal per mole

---

(13)
C3H8P2 | ωB97M-V with the def2-TZVPD basis set

Positions of all 13 atoms, in Å:
C: 0.613 -1.825 1.357
C: -0.031 1.659 0.391
C: -0.894 -0.167 -1.677
P: -0.929 -1.342 1.246
P: 0.129 1.132 -1.434
H: 1.018 -1.981 2.331
H: 1.154 -2.247 0.525
H: 0.638 2.461 0.638
H: 0.387 0.892 1.008
H: -0.979 1.933 0.687
H: -0.627 -1.151 -2.174
H: -1.985 -0.052 -1.672
H: 1.507 0.689 -1.227

Values from the calculation:
total charge = 0
F_max = 4.124 eV Å⁻¹
relative energy (zero: lowest compared OMol25 entry of this formula, charge and spin) = 76.82 kcal per mole

---

(14)
C3H8P2 | ωB97M-V with the def2-TZVPD basis set

Positions of all 13 atoms, in Å:
C: 0.372 -0.328 -0.116
C: 1.645 -1.204 -0.092
C: 0.517 1.173 -0.220
P: -1.330 -1.193 0.021
P: -2.543 0.568 -0.044
H: 1.864 -1.611 -1.199
H: 1.325 -2.104 0.389
H: 2.514 -0.886 0.475
H: -0.373 1.582 -0.771
H: 1.452 1.316 -0.644
H: 0.673 1.578 0.669
H: -2.273 1.074 1.181
H: -3.843 0.034 0.350

Values from the calculation:
total charge = 0
F_max = 5.122 eV Å⁻¹
SMILES = CC(C)=P#[PH2]
relative energy (zero: lowest compared OMol25 entry of this formula, charge and spin) = 31.16 kcal per mole

---

(15)
C3H8S | ωB97M-V with the def2-TZVPD basis set

Positions of all 12 atoms, in Å:
C: 0.601 0.111 1.153
C: 0.534 0.667 -0.223
C: -0.626 0.010 -1.096
S: -0.617 -1.803 -1.038
H: 1.588 0.314 1.596
H: -0.242 0.362 1.806
H: 0.581 -0.992 1.028
H: 1.536 0.452 -0.866
H: 0.531 1.713 -0.225
H: -1.586 0.523 -0.750
H: -0.401 0.277 -2.046
H: -1.898 -1.634 0.660

Values from the calculation:
total charge = 0
F_max = 4.327 eV Å⁻¹
relative energy (zero: lowest compared OMol25 entry of this formula, charge and spin) = 81.44 kcal per mole

---

(16)
C3H8S2 | ωB97M-V with the def2-TZVPD basis set

Positions of all 13 atoms, in Å:
C: -0.997 -1.924 -1.151
C: -0.318 -0.575 -0.941
S: -0.849 0.098 0.667
S: -0.152 2.017 0.516
C: 1.221 1.920 1.723
H: -0.845 -2.685 -0.388
H: -2.066 -1.789 -1.331
H: -0.550 -2.317 -2.071
H: -0.645 0.025 -1.793
H: 0.763 -0.610 -1.069
H: 1.398 2.917 2.143
H: 2.073 1.625 1.118
H: 0.966 1.296 2.577

Values from the calculation:
total charge = 0
F_max = 0.891 eV Å⁻¹
SMILES = CCSSC
relative energy (zero: lowest compared OMol25 entry of this formula, charge and spin) = 6.15 kcal per mole